Entry from the OMol25 dataset: C33H30BrCl5N5O7Y as an isolated structure in a non-equilibrium geometry (wB97M-V/def2-TZVPD).

Atoms and positions in Å:
Y (-0.016, 0.965, -0.070)
Br (-0.612, 2.323, 2.931)
Cl (0.543, 5.155, -2.692)
Cl (2.470, 1.907, 1.111)
Cl (5.034, 3.664, 1.367)
Cl (3.112, 6.935, -2.483)
Cl (5.362, 6.216, -0.437)
O (-6.763, 0.372, -4.764)
O (1.022, -0.826, 0.162)
O (0.526, 2.924, -0.774)
O (-2.066, 2.136, 0.158)
O (-1.478, 0.076, -1.529)
O (-7.000, 2.133, -3.550)
O (3.235, -2.245, 0.195)
N (-0.847, -0.607, 1.897)
N (1.391, 0.650, -2.225)
N (-6.389, 1.151, -3.913)
N (2.766, 0.318, -1.994)
N (-0.655, -1.867, 1.423)
C (3.945, 5.245, -0.550)
C (-5.093, 0.872, -3.264)
C (2.332, -5.721, 0.520)
C (-4.256, -1.815, 7.200)
C (-1.413, 0.836, 3.756)
C (4.987, -0.201, -2.653)
C (3.795, 4.125, 0.257)
C (0.315, -4.456, 0.380)
C (-4.654, 1.705, -2.275)
C (-4.349, -0.237, -3.675)
C (3.064, -4.554, 0.428)
C (-4.399, -1.772, 5.822)
C (0.942, -5.685, 0.489)
C (3.560, -0.088, -3.175)
C (-2.631, 0.330, -2.053)
C (1.584, 3.671, -0.722)
C (-1.223, -0.474, 3.109)
C (1.024, -3.257, 0.318)
C (-3.399, -0.924, 7.832)
C (2.931, 5.561, -1.458)
C (0.237, -1.967, 0.228)
C (-2.681, -0.004, 7.086)
C (-3.429, 1.433, -1.651)
C (1.784, 4.786, -1.551)
C (-2.790, 0.023, 5.697)
C (3.063, -1.457, -3.621)
C (-2.015, 1.030, 4.932)
C (-3.674, -0.855, 5.074)
C (2.426, -3.319, 0.319)
C (-3.038, 2.308, -0.572)
C (-3.142, -0.502, -3.083)
C (2.636, 3.366, 0.155)
C (3.488, 0.924, -4.316)
H (-3.673, 3.192, -0.399)
H (0.918, -0.174, -2.596)
H (-0.428, -2.024, -0.650)
H (-1.377, -1.347, 3.740)
H (-5.250, 2.557, -1.976)
H (-0.525, -2.592, 2.123)
H (1.300, 1.398, -2.923)
H (-3.832, -0.794, 4.007)
H (4.181, 0.652, -5.113)
H (-0.769, -4.419, 0.331)
H (-4.733, -0.874, -4.459)
H (4.144, -4.564, 0.432)
H (2.663, -1.453, 0.055)
H (-3.292, -0.942, 8.908)
H (-5.090, -2.438, 5.323)
H (-2.544, -1.349, -3.387)
H (-2.017, 0.692, 7.581)
H (2.039, -1.412, -3.999)
H (5.022, -0.876, -1.798)
H (3.765, 1.923, -3.968)
H (2.846, -6.669, 0.606)
H (3.672, -1.845, -4.438)
H (3.181, 1.151, -1.583)
H (3.102, -2.157, -2.788)
H (5.370, 0.773, -2.338)
H (-1.921, 2.007, 5.389)
H (2.495, 0.976, -4.765)
H (-4.824, -2.527, 7.782)
H (5.651, -0.578, -3.431)
H (0.364, -6.596, 0.539)

Properties
Energy above the lowest of the compared OMol25 structures with the same formula, charge and spin (eV): 0.379
HOMO energy (eV): -8.30

***

Entry from the OMol25 dataset: a 2-piece molecular cluster, C18H23ClN3O4 overall in a non-equilibrium geometry (wB97M-V/def2-TZVPD).

Atoms and positions in Å:
Cl (1.539, -2.217, -2.678)
O (-4.914, -5.558, 0.226)
O (-2.100, -1.504, 2.806)
O (-2.270, -1.671, 0.091)
O (-4.818, -5.341, 2.937)
N (1.221, 1.160, -1.379)
N (3.694, 2.709, -0.642)
N (0.697, 5.649, 0.791)
C (-2.813, -2.507, 2.219)
C (-1.566, 4.282, 0.407)
C (3.367, 1.361, -0.081)
C (1.051, -1.848, -0.942)
C (1.315, 4.741, -0.116)
C (1.029, -3.226, -0.076)
C (-0.875, 3.326, -0.614)
C (-2.851, -2.538, 0.729)
C (2.075, -0.870, -0.196)
C (1.459, 2.574, -1.881)
C (-3.451, -3.423, 2.950)
C (3.025, 2.899, -1.986)
C (-0.682, 5.386, 1.034)
C (-4.227, -4.544, 0.813)
C (0.662, 3.559, -0.870)
C (-4.212, -4.497, 2.303)
C (2.513, 0.414, -1.092)
C (-3.591, -3.624, 0.082)
H (4.286, 0.736, 0.210)
H (3.190, 4.014, -2.241)
H (0.695, 1.135, -0.478)
H (1.601, -0.521, 0.798)
H (-0.036, -1.472, -0.930)
H (4.725, 2.721, -0.754)
H (-3.595, -3.645, -1.000)
H (3.581, 2.301, -2.788)
H (-5.283, -6.083, 0.964)
H (0.433, -4.040, -0.624)
H (2.763, 1.503, 0.895)
H (3.034, -1.433, 0.058)
H (1.026, 2.706, -2.944)
H (-3.433, -3.410, 4.032)
H (0.641, 0.683, -2.091)
H (-1.739, -0.977, 2.068)
H (3.082, 0.127, -2.034)
H (0.540, -3.008, 0.938)
H (-2.674, 4.116, 0.639)
H (-1.207, 6.082, 1.787)
H (2.432, 4.919, -0.333)
H (-1.420, 2.467, -1.143)
H (2.082, -3.614, 0.141)

Properties
Net charge: +1
Energy above the lowest of the compared OMol25 structures with the same formula, charge and spin (eV): 0.037
HOMO energy (eV): -11.99

***

Entry from the OMol25 dataset: C5H8O2 as an isolated structure (wB97M-V/def2-TZVPD).

Atoms and positions in Å:
O (0.951, 1.936, 0.868)
O (0.437, -0.800, 1.700)
C (-0.127, -0.113, -0.252)
C (-0.705, -0.300, -1.623)
C (-0.656, -0.041, 1.186)
C (-0.159, 1.185, 0.502)
C (0.930, -1.018, 0.365)
H (0.803, -2.069, 0.075)
H (-1.632, -0.194, 1.641)
H (0.040, -0.008, -2.375)
H (1.988, -0.742, 0.255)
H (-1.584, 0.334, -1.772)
H (-0.992, -1.339, -1.818)
H (1.664, 1.321, 1.079)
H (-0.957, 1.847, 0.171)

Properties
Energy above the lowest of the compared OMol25 structures with the same formula, charge and spin (eV): 2.628
HOMO energy (eV): -9.16

***

Entry from the OMol25 dataset: a 9-piece molecular cluster, C44H97F6N5O6 overall in a non-equilibrium geometry (wB97M-V/def2-TZVPD).

Atoms and positions in Å:
F (0.942, 5.282, 13.486)
F (8.467, 8.195, 3.607)
F (6.738, 9.441, 3.226)
F (-1.116, 5.859, 14.473)
F (8.711, 10.302, 2.716)
F (0.518, 7.231, 14.172)
O (7.102, 1.977, -5.596)
O (7.888, 9.307, 6.067)
O (-1.987, 6.673, 12.134)
O (0.195, 6.888, 11.336)
O (4.349, 10.133, -5.394)
O (8.925, 11.118, 5.215)
N (-10.044, -2.764, -1.362)
N (1.750, -9.244, -1.804)
N (-0.992, -2.044, 7.752)
N (-1.768, -6.259, -9.566)
N (0.900, 3.537, -0.534)
C (-0.042, -7.366, -1.327)
C (2.039, -9.098, -3.230)
C (6.417, 0.399, -4.132)
C (8.066, 9.488, 3.637)
C (-2.079, -5.602, -8.299)
C (3.088, -8.112, -3.633)
C (6.867, 1.749, -4.435)
C (0.465, 4.722, -1.307)
C (-10.655, -0.687, -0.115)
C (9.641, 11.148, 7.628)
C (0.143, 2.362, -0.700)
C (4.115, 10.060, -7.836)
C (9.018, 11.893, 6.402)
C (0.787, 7.783, 9.057)
C (1.212, 3.951, 0.843)
C (0.345, -2.395, 7.238)
C (-1.425, -7.689, -9.475)
C (0.706, -10.279, -1.501)
C (-0.092, 6.198, 13.591)
C (-0.448, 5.770, -0.646)
C (-0.330, 2.031, -2.082)
C (-0.260, 7.083, 9.933)
C (-8.639, -2.559, -1.633)
C (-0.986, -0.718, 8.436)
C (4.888, 9.975, -6.520)
C (1.208, -11.669, -1.795)
C (6.356, 9.755, -6.680)
C (-2.477, -8.565, -8.667)
C (-7.796, -3.448, -0.712)
C (-0.654, -5.631, -10.326)
C (-0.733, 6.575, 12.206)
C (1.980, 2.811, 1.512)
C (1.348, -7.949, -1.139)
C (8.238, 9.996, 5.084)
C (-1.886, -1.551, 5.543)
C (-3.592, -5.177, -8.304)
C (-10.652, -4.131, -1.595)
C (6.950, 2.848, -3.383)
C (-1.177, -4.299, -10.955)
C (-2.157, -2.244, 6.870)
C (-10.606, -2.251, -0.099)
C (-10.370, -4.596, -3.048)
C (-2.322, -0.623, 9.191)
C (0.387, -3.830, 6.759)
H (1.502, 6.994, 8.825)
H (2.296, -10.066, -3.660)
H (-0.162, -0.683, 9.149)
H (1.272, -8.214, -0.084)
H (0.339, 4.298, 1.397)
H (6.491, 0.222, -3.059)
H (4.547, 10.922, -8.344)
H (5.416, 0.219, -4.524)
H (2.790, 2.432, 0.889)
H (-10.980, -5.474, -3.259)
H (-2.678, -1.564, 9.610)
H (0.144, 4.437, -2.309)
H (6.485, 8.828, -7.238)
H (1.402, 5.274, -1.375)
H (-2.049, -4.516, -11.572)
H (0.672, -1.660, 6.502)
H (-0.841, 2.293, -0.236)
H (9.496, 12.856, 6.219)
H (-0.307, -6.303, -11.111)
H (-0.190, -3.867, 5.835)
H (-11.377, -0.309, -0.839)
H (-0.186, -10.063, -2.091)
H (0.794, 1.548, -0.382)
H (6.766, 10.673, -7.102)
H (-0.755, 1.030, -2.008)
H (-0.402, 6.643, -1.297)
H (-3.893, -4.623, -9.193)
H (-0.135, 6.236, 0.288)
H (3.040, 10.222, -7.754)
H (1.358, -4.236, 6.476)
H (3.281, -8.150, -4.705)
H (-3.094, -1.760, 7.147)
H (-4.241, -6.046, -8.408)
H (-0.587, 6.172, 9.432)
H (-11.718, -4.063, -1.379)
H (-3.489, -8.319, -8.990)
H (-3.067, -0.112, 8.581)
H (-1.099, 2.686, -2.492)
H (2.174, -7.239, -1.190)
H (0.492, -10.197, -0.435)
H (-10.205, -4.945, -1.024)
H (-11.596, -2.610, 0.181)
H (7.937, 2.923, -2.927)
H (9.728, 11.941, 8.370)
H (-10.560, -3.856, -3.825)
H (-7.972, -3.207, 0.336)
H (-2.776, -1.563, 4.913)
H (-11.104, -0.177, 0.737)
H (-1.482, -4.705, -8.128)
H (0.303, 8.105, 8.135)
H (3.983, -8.321, -3.047)
H (10.624, 10.729, 7.410)
H (-0.021, -6.770, -2.239)
H (2.190, 3.102, 2.542)
H (-1.460, 5.376, -0.554)
H (4.121, 9.221, -8.532)
H (-0.278, -6.646, -0.542)
H (6.251, 2.549, -2.601)
H (-1.087, 7.789, 10.013)
H (-1.410, -8.106, -10.482)
H (0.524, 2.025, -2.759)
H (-2.502, -8.503, -7.579)
H (-0.786, 0.131, 7.783)
H (-0.459, -7.819, -8.988)
H (0.234, -5.275, -9.803)
H (-1.171, -2.154, 4.983)
H (6.860, 9.542, -5.738)
H (-0.817, -8.128, -1.411)
H (1.918, 4.782, 0.845)
H (9.004, 10.349, 8.007)
H (1.477, -11.967, -2.809)
H (-2.463, -3.277, 6.702)
H (2.835, -7.086, -3.364)
H (-8.406, -2.803, -2.670)
H (-0.399, -3.800, -11.533)
H (-3.782, -4.546, -7.436)
H (1.410, 1.884, 1.566)
H (-7.824, -4.533, -0.814)
H (0.614, -12.559, -1.585)
H (-2.188, 0.041, 10.045)
H (7.985, 11.975, 6.741)
H (-9.656, -0.287, -0.290)
H (-6.787, -3.037, -0.738)
H (-1.898, -6.231, -7.427)
H (-10.094, -2.641, 0.780)
H (-9.342, -4.907, -3.235)
H (1.235, 8.645, 9.551)
H (-1.507, -0.556, 5.777)
H (-1.513, -3.527, -10.263)
H (-2.196, -9.593, -8.893)
H (7.057, -0.219, -4.762)
H (-8.453, -1.489, -1.539)
H (6.663, 3.828, -3.765)
H (2.205, -11.784, -1.371)
H (-0.144, -4.547, 7.385)
H (1.120, -8.817, -3.745)
H (1.092, -2.231, 8.015)

Properties
Energy above the lowest of the compared OMol25 structures with the same formula, charge and spin (eV): 6.527
HOMO energy (eV): -8.05
Structure (SMILES): CCOC(=O)C(F)(F)F.CCOC(=O)C(F)(F)F.CCN(CC)CC.CCN(CC)CC.CCN(CC)CC.CCN(CC)CC.CCN(CC)CC.CC(C)=O.CC(C)=O

***

no.,DFT total energy (Ha),orbital gap (eV),LUMO level (hartree)
1,-6989.370247,7.822,-0.018
2,-1624.708348,8.169,-0.141
3,-345.708396,10.020,0.032
4,-3058.827359,8.480,0.016